DFT (ωB97M-V/def2-TZVPD) results for one molecule with the formula C6H10OS in a non-equilibrium geometry.

```
18
Properties=species:S:1:pos:R:3:forces:R:3
C -2.4061 2.0279 -2.1349 -0.46 -0.52 -0.06
C -1.4736 1.2190 -1.2459 -0.20 -1.43 -0.18
C -1.6353 -0.0842 -0.9317 -0.08 1.05 -0.37
C -0.6928 -0.9226 -0.1116 0.55 1.86 0.74
C -0.1106 -2.0899 -0.8304 -0.06 -1.12 -0.14
C 1.0409 -0.3360 1.4074 0.11 -0.32 -0.07
H -3.1072 2.6563 -1.5671 0.45 0.04 0.08
H -1.8828 2.6699 -2.8646 -0.06 -0.32 0.45
H -3.0774 1.3523 -2.7016 0.47 0.20 0.18
H -0.5464 1.6304 -0.8830 0.03 0.59 -0.02
H -2.5111 -0.6291 -1.2513 -0.24 -0.07 -0.22
H -1.1664 -1.1497 0.8480 -0.14 -0.41 -0.16
H 0.5592 -1.7112 -1.5984 -0.16 -0.03 -0.29
H -0.9381 -2.6742 -1.2732 0.54 0.10 0.04
H 0.5075 -2.7548 -0.1921 -0.53 0.41 -0.12
H 0.5124 -1.0553 2.0620 -0.13 0.33 -0.50
O 0.4375 -0.0377 0.2476 0.29 -0.54 0.97
S 2.4885 0.1927 1.9078 -0.37 0.18 -0.34
```
Forces are in eV/Å.

spin multiplicity = 1
SMILES = C/C=C/[C@@H](C)OC=S
energy above the lowest of the compared OMol25 structures with the same formula, charge and spin = 35.4 kcal/mol
E_tot = -19265.4959 eV
E_HOMO = -8.726 eV

These are the natural (NBO) partial charges, in e, on atoms 1 to 4: number 1, C, carries -0.65; number 2, C, carries -0.15; number 3, C, carries -0.23; number 4, C, carries 0.07

DFT (ωB97M-V/def2-TZVPD) results for C9H11Br6Cl3O6 as an isolated structure in a non-equilibrium geometry.

```
35
Properties=species:S:1:pos:R:3:forces:R:3
C 6.0558 -0.3535 -0.5031 -0.01 -0.04 -0.27
Br 4.6517 0.9599 -0.4863 0.06 0.05 0.06
Br 6.9448 -0.3951 -2.2107 -0.02 -0.01 0.04
Br 5.3568 -2.0826 -0.0329 0.04 -0.04 0.06
H 6.8010 -0.0771 0.2262 -0.05 0.02 0.13
C -2.2399 -1.1941 2.1356 -0.07 0.37 0.08
Br -3.6769 -0.9608 0.8849 0.06 0.01 0.05
Br -2.3556 -2.8785 3.0331 0.07 -0.19 0.03
Br -2.1124 0.2662 3.3869 -0.23 -0.48 -0.07
H -1.3262 -1.1630 1.5663 0.02 -0.21 -0.03
C 1.4119 -0.7949 0.2338 0.13 0.23 0.01
Cl 1.2344 -0.6723 1.9735 0.13 -0.01 0.22
Cl 1.1237 0.7800 -0.5150 -0.12 0.13 -0.16
Cl 0.3073 -1.9907 -0.4183 -0.04 -0.16 -0.04
H 2.4352 -1.0669 0.0039 -0.02 -0.13 0.00
C -0.4914 3.6388 1.3306 0.38 -0.05 0.39
C 0.6605 3.3334 2.3202 -0.41 0.26 -0.29
O -0.0100 3.0663 3.5499 -0.36 -0.01 -0.15
C -1.3569 3.0964 3.3667 0.51 0.34 -0.36
O -2.1466 2.9969 4.2440 -0.17 0.02 0.16
O -1.6602 3.2618 2.0542 0.06 0.16 0.35
H -0.4233 3.0505 0.4213 -0.10 -0.04 -0.04
H -0.5480 4.6998 1.0884 -0.06 -0.02 -0.04
H 1.2924 4.2023 2.4853 0.19 -0.08 -0.13
H 1.2407 2.4694 2.0042 0.06 -0.05 0.18
C -1.4317 -2.9542 -3.2118 0.34 1.40 -0.18
C -1.7313 -1.5851 -3.8462 0.59 -0.13 -0.24
O -3.0921 -1.3602 -3.5204 -0.13 -0.20 0.25
C -3.4230 -2.1585 -2.4648 0.28 0.08 -0.43
O -4.4622 -2.1330 -1.9053 -0.26 0.01 0.11
O -2.3916 -2.9906 -2.1620 -0.19 -0.26 -0.06
H -0.4329 -2.8820 -2.7889 -0.02 -0.59 0.03
H -1.5372 -3.7814 -3.9083 -0.14 -0.18 0.15
H -1.5674 -1.5441 -4.9225 -0.32 -0.16 -0.01
H -1.0995 -0.8030 -3.4126 -0.20 -0.03 0.19
```
Forces are in eV/Å.

spin multiplicity = 1
energy above the lowest of the compared OMol25 structures with the same formula, charge and spin = 1.5 kcal/mol
E_tot = -479617.7879 eV
E_HOMO = -9.691 eV

These are the natural (NBO) partial charges, in e, on atoms 1 to 4: number 1, C, carries -0.50; number 2, Br, carries 0.09; number 3, Br, carries 0.10; number 4, Br, carries 0.09

DFT (ωB97M-V/def2-TZVPD) results for a 2-piece molecular cluster, C5H9ClN2OS overall in a non-equilibrium geometry.

```
19
Properties=species:S:1:pos:R:3:forces:R:3
C -0.3263 1.5212 0.6752 1.71 -2.52 0.17
C 0.9305 -1.8745 -0.1822 -0.31 -1.58 -0.64
C -0.1849 -2.9307 -0.1990 0.41 1.98 0.10
C 0.9097 2.8954 -0.6694 1.99 -0.36 0.36
C -1.4408 0.6512 1.0368 -0.35 0.54 0.02
N 1.2080 -1.2498 -1.2108 -0.34 0.46 -0.85
N -0.3415 2.3946 -0.2188 -0.84 0.22 -0.07
O -3.5539 -0.5332 0.5528 -1.39 -0.67 -0.32
S -2.6716 0.4642 -0.0324 1.61 -0.10 1.68
Cl 1.7565 -1.6591 1.3716 -0.13 0.02 0.05
H 0.6614 1.0263 1.0083 -0.92 1.16 0.05
H -0.7708 -2.4546 0.6236 -0.54 -1.40 -0.57
H -0.6704 -2.8970 -1.2030 0.22 0.21 1.01
H 0.1830 -3.9366 -0.0381 -0.04 -0.01 0.60
H 1.3233 2.3029 -1.5310 -0.74 0.61 0.44
H 1.7392 2.7960 0.1260 -1.14 0.40 -0.91
H 0.7351 3.9255 -0.9550 0.55 0.18 -0.18
H -1.3691 0.0725 1.9986 -0.41 0.51 -1.24
H 1.8826 -0.5143 -1.1533 0.66 0.37 0.31
```
Forces are in eV/Å.

spin multiplicity = 1
energy above the lowest of the compared OMol25 structures with the same formula, charge and spin = 0.0 kcal/mol
E_tot = -33713.5595 eV
E_HOMO (spin up / spin down) = -9.309 / -9.309 eV

These are the natural (NBO) partial charges, in e, on atoms 1 to 4: number 1, C, carries 0.06; number 2, C, carries 0.31; number 3, C, carries -0.67; number 4, C, carries -0.44

DFT (ωB97M-V/def2-TZVPD) results for a 2-piece molecular cluster, C3H12N2O overall in a non-equilibrium geometry.

```
18
Properties=species:S:1:pos:R:3:forces:R:3
C 1.5406 1.9109 0.4991 -0.85 -0.16 0.44
O 0.4086 1.8590 1.3675 0.51 0.82 -0.28
H 2.3903 2.2788 1.0705 0.20 0.12 -0.24
H 1.7743 0.9195 0.1007 0.12 -0.02 0.00
H 1.2886 2.5648 -0.3363 0.33 0.14 -0.07
N -0.5022 -0.8029 1.5095 -0.21 -0.62 -0.33
C -0.5628 -1.4335 0.1649 -0.03 0.02 0.22
C -0.9708 -0.4423 -0.9295 -0.11 -0.28 0.15
N -0.2453 -0.7657 -2.1615 -0.08 0.15 0.00
H 0.1098 0.9494 1.4161 -0.23 -0.77 0.25
H -1.4486 -0.7779 1.8734 -0.14 0.35 -0.01
H -0.0655 -1.4810 2.1204 0.35 0.08 0.19
H 0.4164 -1.8313 -0.0992 0.14 0.14 0.15
H -1.2322 -2.2988 0.1963 -0.03 0.02 -0.28
H -2.0415 -0.5379 -1.1114 -0.02 0.05 -0.12
H -0.8001 0.5761 -0.5693 0.05 0.02 -0.01
H -0.7137 -0.3829 -2.9690 -0.19 0.02 -0.10
H 0.6544 -0.3042 -2.1422 0.20 -0.09 0.03
```
Forces are in eV/Å.

spin multiplicity = 1
SMILES = NCCN.CO
energy above the lowest of the compared OMol25 structures with the same formula, charge and spin = 14.6 kcal/mol
E_tot = -8332.6905 eV
E_HOMO = -9.470 eV

These are the natural (NBO) partial charges, in e, on atoms 1 to 4: number 1, C, carries -0.25; number 2, O, carries -0.77; number 3, H, carries 0.17; number 4, H, carries 0.15

DFT (ωB97M-V/def2-TZVPD) results for C4H6N2 as an isolated structure.

```
12
Properties=species:S:1:pos:R:3:forces:R:3
N 0.2344 1.3887 0.9151 0.31 0.19 0.03
C 0.7246 -0.6038 -0.5027 -0.05 -0.43 -0.19
C 0.3298 -0.0261 0.8529 0.14 0.04 0.00
C -0.6652 -0.8746 0.1751 -0.08 -0.38 0.29
N -1.3494 -0.0984 -0.8940 0.26 -0.41 -0.28
C -0.2194 -0.0578 -1.5060 -0.05 0.15 -0.40
H 0.0494 1.7672 1.8226 -0.36 0.03 0.32
H 1.7051 -1.0430 -0.6796 -0.56 -0.44 0.14
H 0.8309 -0.5478 1.6756 0.02 0.46 -0.24
H -1.1181 -1.8191 0.4513 0.28 0.06 0.16
H -0.4499 1.6815 0.2274 -0.03 0.33 0.30
H -0.0721 0.2333 -2.5377 0.10 0.41 -0.12
```
Forces are in eV/Å.

spin multiplicity = 1
energy above the lowest of the compared OMol25 structures with the same formula, charge and spin = 80.0 kcal/mol
E_tot = -7222.1202 eV
E_HOMO = -9.050 eV

These are the natural (NBO) partial charges, in e, on atoms 1 to 4: number 1, N, carries -0.84; number 2, C, carries -0.38; number 3, C, carries -0.02; number 4, C, carries -0.06

DFT (ωB97M-V/def2-TZVPD) results for C22H29BrClN4ORuS as an isolated structure.

```
60
Properties=species:S:1:pos:R:3:forces:R:3
Ru 0.6639 0.6568 -1.4326 -0.08 -0.85 0.49
N 2.5536 0.1595 -0.5909 0.13 -0.06 -0.06
C 3.0311 -1.1575 -1.0853 0.02 0.11 -0.11
C 1.8634 -2.1212 -1.1984 -0.08 -0.08 0.07
N 0.6964 -1.5335 -1.9029 0.00 0.20 0.01
C 0.6330 -1.7045 -3.3664 -0.05 0.02 0.04
C 1.5739 -0.7239 -4.0303 0.09 0.02 -0.08
N 1.3352 0.6447 -3.4893 -0.19 0.21 -0.12
H 3.2649 0.8636 -0.7751 -0.03 0.02 0.02
H 2.4550 0.1278 0.4237 -0.07 -0.05 -0.01
H 3.7968 -1.5738 -0.4297 -0.02 -0.04 0.02
H 3.5011 -0.9892 -2.0519 0.03 -0.01 0.03
H 1.5206 -2.3717 -0.1933 0.00 -0.01 -0.01
H 2.1847 -3.0502 -1.6754 0.01 0.00 -0.02
H -0.1379 -1.9250 -1.4816 -0.03 -0.05 -0.09
H -0.3953 -1.4879 -3.6637 0.01 -0.02 -0.02
H 0.8619 -2.7264 -3.6789 0.04 -0.01 0.03
H 1.4436 -0.7387 -5.1123 -0.03 0.00 0.00
H 2.6110 -0.9875 -3.8370 -0.01 0.00 -0.01
H 0.5905 1.0842 -4.0269 0.03 -0.01 -0.05
H 2.1547 1.2236 -3.6500 0.00 0.01 0.04
O -0.1602 -0.1868 0.2826 0.06 0.11 0.18
S -0.5771 0.5844 1.5638 -0.10 0.01 -0.11
C 0.8343 0.4716 2.6251 -0.06 -0.01 0.10
C 1.2723 1.6484 3.2168 0.05 -0.02 -0.03
C 2.3745 1.6022 4.0625 0.01 0.01 -0.01
C 3.0173 0.3961 4.2926 0.01 -0.01 0.00
C 2.5654 -0.7788 3.6926 0.01 0.02 0.00
C 1.4617 -0.7496 2.8596 -0.01 -0.01 0.01
C -1.7480 -0.5079 2.3228 0.07 0.03 0.04
C -1.8719 -1.8293 1.9218 0.00 -0.02 -0.01
C -2.7976 -2.6325 2.5702 -0.01 0.00 0.00
C -3.5720 -2.1130 3.5996 0.00 0.01 0.00
C -3.4372 -0.7853 3.9839 -0.01 0.00 0.00
C -2.5231 0.0333 3.3398 -0.02 0.00 -0.02
H 0.7640 2.5859 3.0246 -0.02 -0.01 0.01
H 2.7267 2.5070 4.5383 0.00 0.00 0.00
H 3.8728 0.3628 4.9537 0.00 0.00 0.00
H 3.0642 -1.7166 3.8970 0.00 0.00 0.00
H 1.0725 -1.6608 2.4206 0.00 0.00 0.00
H -1.2656 -2.2200 1.1158 0.01 0.00 0.01
H -2.9157 -3.6654 2.2724 0.00 0.00 0.00
H -4.2904 -2.7459 4.1026 0.00 0.00 0.00
H -4.0512 -0.3841 4.7782 0.01 0.00 0.00
H -2.4221 1.0743 3.6236 0.01 0.00 0.00
Cl 1.7493 3.1883 -1.7259 0.21 0.43 0.01
C 0.7150 2.4566 -0.4657 0.07 0.08 -0.35
H -0.1994 3.0413 -0.3984 -0.01 -0.01 0.05
H 1.2744 2.4736 0.4689 -0.04 0.05 -0.01
Br -5.0423 -0.1397 -1.1295 0.01 0.00 0.00
C -3.6436 0.8848 -1.8433 -0.02 0.00 -0.01
C -3.8880 2.0355 -2.5763 0.00 -0.01 0.00
C -2.7979 2.7382 -3.0608 0.01 0.00 -0.02
C -1.5213 2.2817 -2.7920 0.07 -0.03 -0.06
N -1.2838 1.1660 -2.0850 -0.13 0.08 0.07
C -2.3399 0.4819 -1.6216 0.07 -0.10 -0.10
H -4.8995 2.3708 -2.7604 0.00 0.00 0.00
H -2.9318 3.6431 -3.6362 0.00 0.00 0.00
H -0.6529 2.8303 -3.1353 -0.01 0.03 0.03
H -2.1341 -0.4113 -1.0505 0.00 0.00 0.04
```
Forces are in eV/Å.

spin multiplicity = 2
charge = +2
energy above the lowest of the compared OMol25 structures with the same formula, charge and spin = 0.0 kcal/mol
E_tot = -127261.6970 eV
E_HOMO (spin up / spin down) = -14.251 / -14.700 eV

These are the natural (NBO) partial charges, in e, on atoms 1 to 4: number 1, Ru, carries 0.80; number 2, N, carries -0.74; number 3, C, carries -0.23; number 4, C, carries -0.24

DFT (ωB97M-V/def2-TZVPD) results for C22H26Cl3NOZr as an isolated structure in a non-equilibrium geometry.

```
54
Properties=species:S:1:pos:R:3:forces:R:3
C -0.6043 1.0711 -3.3163 1.00 -0.07 0.12
C -0.7905 -0.2900 -3.6073 0.85 -0.23 0.25
C 0.4886 -0.8983 -3.7179 -0.25 0.56 0.09
C -2.0795 -0.9974 -3.8090 0.08 -0.27 -0.50
C 1.4660 0.1017 -3.5155 -0.83 -0.03 0.22
C 0.7995 1.3233 -3.2508 -0.91 -0.92 -0.23
C 1.4292 2.6288 -2.9596 0.52 0.04 -1.01
C -1.6777 2.0919 -3.1922 0.85 1.03 -1.05
C 0.7343 -2.3499 -3.9065 0.29 0.16 -0.29
C 2.9323 -0.1283 -3.4860 0.10 0.86 -1.52
Zr -1.1234 -1.4756 0.5367 1.91 5.38 0.91
Cl -1.4116 -3.5885 -0.1208 -0.38 -2.63 -0.38
Cl -2.8240 -0.2012 -0.4759 0.14 -0.44 0.42
Cl 0.9744 -0.7575 -0.2919 -0.85 -0.56 0.11
H -2.9190 -0.3245 -3.6575 -0.23 0.01 0.06
H -2.1869 -1.8562 -3.1362 -0.20 -0.10 0.00
H -2.1373 -1.3911 -4.8430 -0.23 -0.01 0.20
H -0.0102 -2.9327 -3.3740 -0.19 -0.40 0.16
H 1.7256 -2.6128 -3.5243 -0.01 -0.20 0.02
H 0.7048 -2.6585 -4.9633 0.00 -0.18 -0.04
H 3.1586 -1.0783 -3.0577 0.44 -0.82 0.52
H 3.4342 0.6744 -2.9470 0.17 -0.08 0.16
H 3.3678 -0.1299 -4.5313 -0.13 -0.04 0.78
H 2.4276 2.4839 -2.5311 0.00 0.17 0.02
H 0.8347 3.1642 -2.2410 -0.21 0.54 0.50
H 1.5533 3.2145 -3.9019 0.05 0.02 0.40
H -2.5781 1.7074 -2.7692 -0.84 -0.36 0.32
H -1.9089 2.4927 -4.2239 -0.11 -0.04 0.82
H -1.3354 2.9146 -2.5483 -0.11 -0.12 -0.10
O 0.0922 3.3027 -0.3195 1.96 -2.97 0.74
H 0.7040 2.4218 -0.2295 -2.23 3.12 -0.33
C -1.4078 3.1323 4.6237 0.29 0.44 1.18
C -2.1113 2.8644 3.4519 0.95 -1.10 -0.30
C -1.7949 1.7320 2.7007 0.88 -0.66 0.60
C -0.8303 0.7715 3.1827 -0.85 1.77 0.21
C -0.0929 1.1044 4.3556 -0.95 0.14 -0.50
C -0.3925 2.2769 5.0810 -0.71 -0.45 -1.47
N -0.7284 -0.4396 2.5040 0.07 -1.40 -0.95
C 0.0684 -1.4412 3.1002 0.90 -1.56 0.57
C 1.5191 -1.4907 3.0331 -2.88 3.12 -1.71
C 2.2005 -2.4989 3.5741 0.87 -3.01 1.76
C 1.5157 -3.5557 4.2431 -0.83 0.90 -0.27
C 0.0925 -3.5226 4.3219 2.84 -2.78 1.30
C -0.5948 -2.5412 3.7506 -1.81 3.86 -2.22
H -1.6418 4.0424 5.2210 0.16 -0.73 -0.55
H -2.8654 3.5381 3.1035 -0.23 0.32 -0.22
H -2.2182 1.5311 1.7171 -0.14 0.22 0.30
H 0.6732 0.4217 4.6909 0.08 0.01 0.18
H 0.1570 2.4979 5.9770 0.16 0.12 0.24
H 1.9768 -0.6492 2.4658 -0.16 -0.78 0.59
H 3.2920 -2.5528 3.5334 -0.34 0.13 -0.12
H 2.0745 -4.3724 4.6997 -0.16 0.21 -0.13
H -0.4204 -4.3289 4.8545 0.16 0.19 -0.22
H -1.7109 -2.4418 3.7266 1.05 -0.38 0.35
```
Forces are in eV/Å.

spin multiplicity = 1
charge = -2
energy above the lowest of the compared OMol25 structures with the same formula, charge and spin = 135.8 kcal/mol
E_tot = -65622.6456 eV
E_HOMO (spin up / spin down) = 0.729 / 0.728 eV

These are the natural (NBO) partial charges, in e, on atoms 1 to 4: number 1, C, carries -0.05; number 2, C, carries -0.16; number 3, C, carries -0.16; number 4, C, carries -0.62

DFT (ωB97M-V/def2-TZVPD) results for an isolated ion of composition C2H3O3S and charge -1 in a non-equilibrium geometry.

```
9
Properties=species:S:1:pos:R:3:forces:R:3
C 0.2372 -0.3243 -0.0153 2.20 1.25 -1.43
C -0.7488 0.5570 -0.0681 -1.62 -1.88 0.68
O -2.5203 -1.4384 0.4131 0.58 -1.11 0.66
O -2.7671 0.1659 -1.3881 0.20 0.06 1.40
O -3.1566 0.8401 0.9556 0.27 0.23 0.14
S -2.4356 -0.0500 0.0554 -1.29 0.73 -2.16
H 1.2613 -0.1361 -0.4801 -1.20 0.18 0.97
H 0.1292 -1.3440 0.3011 -0.64 -0.22 0.14
H -1.0247 1.5494 -0.3592 1.51 0.75 -0.40
```
Forces are in eV/Å.

spin multiplicity = 1
SMILES = C=CS(=O)(=O)[O-]
charge = -1
energy above the lowest of the compared OMol25 structures with the same formula, charge and spin = 33.6 kcal/mol
E_tot = -19100.7962 eV
E_HOMO = -4.716 eV

These are the natural (NBO) partial charges, in e, on atoms 1 to 4: number 1, C, carries -0.42; number 2, C, carries -0.46; number 3, O, carries -1.03; number 4, O, carries -1.04

> Which value of E_tot does entry 6 give?

-127261.6970 eV

> What is the formula in the sixth record?

C22H29BrClN4ORuS

> E_tot of number 3 (C5H9ClN2OS)?

-33713.5595 eV